Entry 1:
{"formula": "C14H23AuN4OPS5", "method": "the ωB97M-V functional and the def2-TZVPD basis", "species": ["Au", "S", "C", "S", "C", "C", "S", "S", "S", "C", "N", "C", "P", "O", "N", "C", "C", "N", "C", "C", "H", "H", "H", "H", "H", "H", "H", "H", "H", "H", "H", "H", "H", "H", "H", "H", "H", "H", "C", "C", "C", "N", "C", "C", "H", "H", "H", "H", "H"], "xyz": [[0.8125, -1.0108, -1.6998], [3.9182, -6.4280, -5.4198], [3.2295, -5.2330, -4.5633], [4.0874, -3.8047, -4.0539], [2.7615, -3.0402, -3.2283], [1.5539, -3.7290, -3.2415], [0.1155, -3.2346, -2.4950], [1.5550, -5.2531, -4.0782], [3.0600, -1.5620, -2.4573], [1.9878, 1.6887, 0.9395], [0.5688, 1.5141, 1.2422], [-0.0397, 2.7072, 1.8113], [-0.0039, -0.0168, 1.5476], [0.6915, -0.9874, 0.6506], [-1.6446, -0.0435, 1.3335], [-2.5787, 0.4763, 2.3270], [-2.2691, -0.9321, 0.3660], [0.1924, -0.2989, 3.1831], [-0.3313, -1.5728, 3.6748], [1.4772, 0.0654, 3.7753], [2.0954, 2.4969, 0.2118], [2.3977, 0.7713, 0.5214], [2.5721, 1.9618, 1.8244], [0.1500, 3.5484, 1.1413], [0.3735, 2.9586, 2.7947], [-1.1149, 2.5834, 1.9044], [-2.0402, 0.9058, 3.1673], [-3.2157, -0.3270, 2.7106], [-3.2285, 1.2353, 1.8827], [-1.5379, -1.2755, -0.3621], [-3.0733, -0.4018, -0.1508], [-2.7039, -1.8099, 0.8557], [-1.3074, -1.7710, 3.2337], [-0.4455, -1.5143, 4.7576], [0.3320, -2.4120, 3.4404], [1.7219, 1.1000, 3.5400], [2.2969, -0.5793, 3.4385], [1.3984, -0.0245, 4.8584], [-1.8894, 3.0765, -2.9381], [-2.4840, 1.8242, -2.9109], [-1.7103, 0.7259, -2.5858], [-0.4095, 0.8251, -2.2963], [0.1638, 2.0310, -2.3319], [-0.5380, 3.1798, -2.6460], [-2.4668, 3.9545, -3.1944], [-3.5321, 1.6958, -3.1414], [-2.1389, -0.2676, -2.5622], [1.2228, 2.0691, -2.1124], [-0.0322, 4.1348, -2.6647]], "mulliken_charge": [1.13, -0.11, 0.13, -0.01, 0.22, 0.30, -0.34, 0.00, -0.24, -1.30, 0.58, -0.86, 0.49, -1.32, 0.43, -1.32, -0.48, 0.16, -0.92, -0.82, 0.35, 0.36, 0.40, 0.33, 0.27, 0.22, 0.44, 0.42, 0.35, -0.28, 0.32, 0.37, 0.26, 0.37, 0.32, 0.17, 0.32, 0.36, -0.19, -0.84, -0.16, -0.27, -0.17, -0.74, 0.42, 0.42, 0.56, 0.47, 0.43], "lumo_energy_ha": [-0.10580, -0.21455], "total_charge": 1, "multiplicity": 3, "e_above_lowest_kj_mol": 107.9}

---

Entry 2:
{"formula": "C14H23F5N4O2PdS2Te2", "method": "the ωB97M-V functional and the def2-TZVPD basis", "species": ["Pd", "C", "N", "C", "C", "S", "N", "C", "C", "H", "H", "H", "H", "H", "H", "H", "H", "H", "H", "H", "H", "F", "Te", "F", "F", "F", "F", "O", "N", "C", "N", "C", "C", "O", "C", "C", "H", "H", "H", "H", "H", "H", "H", "H", "Te", "C", "C", "C", "C", "S", "H", "H", "H"], "xyz": [[-0.5387, -1.9502, 0.8732], [-2.4313, 3.0692, 0.0388], [-3.0712, 1.8200, 0.3736], [-3.3565, 1.6935, 1.7963], [-2.6335, 0.7006, -0.3086], [-1.1844, 0.6945, -1.1483], [-3.5050, -0.3019, -0.4438], [-3.1294, -1.5071, -1.1368], [-4.8553, -0.2682, 0.0632], [-3.0803, 3.8850, 0.3693], [-2.2985, 3.1240, -1.0420], [-1.4471, 3.1870, 0.5081], [-2.5402, 2.1204, 2.3849], [-3.4384, 0.6525, 2.0916], [-4.2822, 2.2226, 2.0422], [-2.0554, -1.7004, -0.9623], [-3.2876, -1.3965, -2.2150], [-3.7059, -2.3440, -0.7468], [-5.1792, 0.7622, 0.1868], [-4.9236, -0.7953, 1.0168], [-5.5056, -0.7583, -0.6668], [0.0067, -3.1057, 2.9847], [-1.9644, -1.8592, 3.3465], [-2.1918, -3.0307, 1.1888], [-0.6194, -1.3385, 4.9159], [-2.8793, -0.4198, 4.4927], [-4.0304, -1.6889, 2.6707], [-1.3778, -0.5848, 2.2528], [1.1150, -0.8910, 1.0896], [1.8657, -1.0799, 1.9584], [2.8049, -1.1271, 2.8684], [2.4152, -1.3826, 4.2520], [2.5530, -2.8703, 4.5667], [3.8596, -3.3600, 4.2588], [4.1225, -3.1869, 2.8889], [4.0935, -1.6988, 2.5172], [1.3719, -1.0963, 4.3946], [3.0687, -0.7895, 4.9038], [1.8021, -3.4225, 3.9927], [2.3997, -3.0558, 5.6293], [3.3741, -3.7187, 2.2816], [5.1131, -3.6116, 2.7029], [4.2756, -1.5636, 1.4486], [4.8588, -1.1697, 3.0992], [0.5509, -3.1977, -1.0424], [-0.5331, -4.9583, -1.4231], [-1.5024, -5.5530, -0.6756], [-1.9663, -6.7809, -1.1951], [-1.3572, -7.1273, -2.3561], [-0.1867, -5.9359, -2.8267], [-1.8711, -5.1065, 0.2306], [-2.7191, -7.3928, -0.7207], [-1.5049, -8.0009, -2.9616]], "mulliken_charge": [1.04, -1.17, 0.12, -0.98, 0.26, -0.39, 0.46, -0.77, -1.17, 0.32, 0.42, 0.36, 0.40, 0.27, 0.27, -0.15, 0.27, 0.43, 0.35, 0.23, 0.48, -0.70, 1.24, -0.64, -0.65, -0.57, -0.71, -0.66, -0.59, 0.83, -0.10, -0.54, -0.36, -0.45, -0.47, -0.75, 0.39, 0.24, 0.22, 0.36, 0.34, 0.35, 0.45, 0.30, -0.08, -0.20, -0.24, -0.70, -0.36, -0.20, 0.50, 0.35, 0.36], "lumo_energy_ha": 0.15209, "total_charge": -2, "multiplicity": 1, "e_above_lowest_kj_mol": 26.5}

---

Entry 3:
{"formula": "C14H23N", "method": "the ωB97M-V functional and the def2-TZVPD basis", "species": ["C", "C", "N", "C", "C", "C", "C", "C", "C", "C", "C", "C", "C", "C", "C", "H", "H", "H", "H", "H", "H", "H", "H", "H", "H", "H", "H", "H", "H", "H", "H", "H", "H", "H", "H", "H", "H", "H"], "xyz": [[0.5386, 0.1016, -0.1139], [-0.1273, 1.1464, -0.8205], [-1.9352, -0.5452, -1.2667], [-1.3951, -3.1107, -0.8281], [-0.2962, -1.7626, -2.5669], [1.9776, 0.2528, 0.1417], [0.5869, 2.5094, -1.2061], [0.0444, -1.2740, 0.0594], [-3.1846, -0.5564, -0.4201], [-1.4660, 0.9067, -1.4602], [2.4520, 1.7011, 0.3115], [2.1114, 2.4333, -0.9815], [-3.7646, 0.7992, -0.6894], [-2.4355, 1.7056, -0.6250], [-0.8856, -1.6727, -1.0908], [-2.0250, -2.9223, 0.0055], [-1.9316, -3.5804, -1.6224], [-0.6365, -3.8031, -0.5102], [0.3425, -0.9083, -2.5084], [0.3190, -2.6546, -2.6872], [-0.9417, -1.8060, -3.4939], [2.6338, -0.4189, -0.5567], [2.0725, -0.2533, 1.1866], [0.3727, 2.7053, -2.3090], [0.2405, 3.3365, -0.6155], [-0.4048, -1.2637, 1.0196], [0.7843, -2.0175, 0.0732], [-3.7967, -1.4562, -0.7604], [-2.9799, -0.6503, 0.5538], [-1.6306, 1.2189, -2.5371], [2.0809, 2.1971, 1.2407], [3.5329, 1.8058, 0.3485], [2.4914, 1.9751, -1.8269], [2.4637, 3.5156, -0.8128], [-4.4444, 1.0378, 0.1123], [-4.2785, 0.8311, -1.6608], [-2.1121, 1.7750, 0.3972], [-2.5430, 2.7681, -0.9143]], "mulliken_charge": [1.07, -0.19, -0.02, -1.98, -1.75, -0.57, -0.94, -1.64, -0.57, 0.25, -0.82, -0.78, -0.86, -1.13, 1.31, 0.55, 0.37, 0.43, 0.45, 0.43, 0.28, 0.17, 0.29, 0.24, 0.40, 0.40, 0.63, 0.33, 0.38, 0.31, 0.36, 0.34, 0.37, 0.31, 0.45, 0.32, 0.43, 0.36], "lumo_energy_ha": 0.03400, "smiles": "CC1(C)CC2=C(CCCC2)[C@@H]2CCCN21", "multiplicity": 1, "e_above_lowest_kj_mol": 308.4}

---

Entry 4:
{"formula": "C14H23N2", "method": "the ωB97M-V functional and the def2-TZVPD basis", "species": ["C", "N", "C", "C", "C", "C", "C", "H", "H", "H", "H", "H", "H", "H", "H", "H", "H", "H", "H", "H", "C", "N", "C", "C", "C", "C", "C", "C", "C", "H", "H", "H", "H", "H", "H", "H", "H", "H", "H"], "xyz": [[-0.0397, 0.1832, 1.8031], [0.4155, -0.0097, 0.4661], [0.7334, 1.2343, -0.2235], [0.4199, 1.3184, -1.7214], [0.4735, -0.0127, -2.4599], [-0.3619, -1.0501, -1.7249], [-0.0586, -1.1855, -0.2229], [-0.8391, -0.5108, 2.0532], [0.7978, 0.0010, 2.4722], [-0.3413, 1.2177, 1.9873], [0.1806, 2.0408, 0.2890], [1.8031, 1.4750, -0.0538], [-0.5921, 1.7307, -1.7976], [1.0964, 2.0471, -2.1814], [0.0623, 0.1321, -3.4570], [1.5080, -0.3518, -2.5942], [-1.4188, -0.7724, -1.8004], [-0.2590, -2.0302, -2.2022], [0.6706, -2.0035, -0.0688], [-0.9764, -1.5162, 0.2867], [4.6798, -2.7999, 3.1954], [3.2257, -2.5776, 3.2454], [2.4733, -3.5719, 3.9566], [1.7170, -4.4928, 3.2306], [1.0230, -5.5069, 3.9039], [1.0392, -5.5467, 5.3108], [1.7942, -4.6160, 6.0292], [2.5435, -3.6435, 5.3597], [2.6038, -1.5878, 2.6559], [4.8538, -3.8071, 3.5929], [5.0608, -2.7605, 2.1642], [5.1914, -2.0438, 3.8048], [1.7026, -4.4110, 2.1382], [0.4830, -6.2538, 3.3285], [0.4708, -6.3128, 5.8375], [1.8192, -4.6469, 7.1276], [3.1673, -2.9191, 5.8942], [1.5254, -1.5553, 2.8360], [3.1638, -0.8769, 2.0501]], "mulliken_charge": [-0.90, 0.27, -0.58, -0.64, -0.67, -0.71, -0.40, 0.38, 0.16, 0.37, 0.28, 0.23, 0.30, 0.32, 0.33, 0.31, 0.30, 0.33, 0.11, 0.35, -0.87, 0.34, -0.23, 0.06, -0.70, -0.42, -0.60, -0.19, -0.43, 0.33, 0.39, 0.37, 0.41, 0.39, 0.41, 0.37, 0.40, 0.33, 0.47], "lumo_energy_ha": -0.17158, "total_charge": 1, "multiplicity": 1, "e_above_lowest_kj_mol": 176.1}